[1]
12
Properties=species:S:1:pos:R:3 method="wB97M-V/def2-TZVPD" de_lowest_ev=0.000 molar_mass_da=133.5 homo_lumo_gap_ev=9.017 e_lumo_ev=-0.712
N -0.42 1.93 -1.45
C -0.85 0.87 -0.75
O -2.01 0.51 -0.64
C 0.30 0.12 -0.04
O 1.45 0.52 -0.19
C -0.12 -1.04 0.74
C 0.68 -1.86 1.43
Cl 2.38 -1.74 1.58
H -1.07 2.49 -1.96
H 0.57 2.13 -1.48
H -1.19 -1.22 0.75
H 0.27 -2.71 1.99

[2]
12
Properties=species:S:1:pos:R:3 method="wB97M-V/def2-TZVPD" de_lowest_ev=0.377 molar_mass_da=149.6 smiles="O=C1[C@H](Cl)C=CN1S" homo_lumo_gap_ev=9.793 e_lumo_ev=0.567
O 0.15 -2.23 0.36
C 0.01 -1.03 0.31
C -1.28 -0.15 0.48
Cl -2.54 -0.81 -0.55
C -0.82 1.22 0.17
C 0.48 1.17 -0.13
N 1.01 -0.14 0.01
S 2.58 -0.61 -0.30
H -1.69 -0.27 1.47
H -1.40 2.13 0.12
H 1.12 1.98 -0.46
H 2.39 -1.25 -1.47

[3]
12
Properties=species:S:1:pos:R:3 method="wB97M-V/def2-TZVPD" de_lowest_ev=3.347 molar_mass_da=166.6 smiles="C=C=CSC#P(O)Cl" homo_lumo_gap_ev=7.708 e_lumo_ev=-0.921
C 1.26 -0.26 0.15
C 0.58 0.84 0.00
C -0.19 1.95 -0.19
S -1.97 1.94 -0.06
C -2.34 0.52 -0.63
P -3.99 -0.16 -0.77
O -3.64 -1.71 -0.87
Cl -4.50 0.00 1.20
H 1.34 -0.94 -0.72
H 1.82 -0.65 1.03
H 0.33 2.86 -0.11
H -2.65 -1.73 -0.89

[4]
15
Properties=species:S:1:pos:R:3 method="wB97M-V/def2-TZVPD" de_lowest_ev=2.451 molar_mass_da=197.9 homo_lumo_gap_ev="6.058 / 4.665" total_charge=+2 e_lumo_ev="-10.968 / -11.910" multiplicity=5
O -0.10 2.57 1.93
C 0.89 1.94 2.56
C -0.36 1.85 0.68
O 1.50 2.41 3.49
O 1.17 0.78 1.99
C 0.12 0.45 0.97
Li 0.72 -0.87 -0.56
H 0.20 2.38 -0.10
H -1.43 1.90 0.46
H -0.66 -0.05 1.58
C -0.72 -2.31 -2.73
O 0.23 -2.20 -1.89
O -0.85 -3.39 -3.35
Co 0.76 -3.94 -2.26
H -1.50 -1.52 -2.78

[5]
14
Properties=species:S:1:pos:R:3 method="wB97M-V/def2-TZVPD" de_lowest_ev=2.399 molar_mass_da=184.1 homo_lumo_gap_ev="8.107 / 8.380" e_lumo_ev="-0.745 / -0.917" multiplicity=5
O -1.10 1.08 1.31
C -1.08 1.82 2.69
O -1.07 3.03 2.74
O -0.75 0.94 3.56
H 0.09 -1.90 -2.53
O -0.68 -1.31 -0.71
C -0.03 -0.98 -1.96
C 1.29 -0.37 -1.50
O 1.21 -0.49 -0.06
C -0.04 -0.75 0.31
H -0.66 -0.27 -2.51
H 1.41 0.69 -1.76
H 2.18 -0.93 -1.83
Cr -0.77 -0.55 2.25

[6]
10
Properties=species:S:1:pos:R:3 method="wB97M-V/def2-TZVPD" de_lowest_ev=1.387 molar_mass_da=90.1 smiles="C=C1CC1(F)F" homo_lumo_gap_ev=11.324 e_lumo_ev=0.962
C -0.17 0.86 -1.02
C -0.21 -0.27 -0.40
C 0.13 -1.10 0.77
C -0.44 -1.73 -0.46
F 0.40 -2.53 -1.22
F -1.71 -2.26 -0.54
H -0.43 0.98 -2.07
H 0.12 1.75 -0.54
H 1.11 -1.51 1.22
H -0.75 -0.91 1.48